# 1
Computed, not measured: a single C7H10BrNS molecule, with ωB97M-V/def2-TZVPD.

The geometry in XYZ format:
```
20
Properties=species:S:1:pos:R:3
C 1.866 -1.330 -2.604
C 1.665 -0.858 -1.176
S 0.050 -0.001 -1.103
C 0.022 0.719 0.610
C -0.829 1.941 0.541
C -2.097 1.919 0.960
N -2.720 0.775 1.428
C -2.005 -0.226 1.701
Br -2.874 -1.798 2.298
C -0.507 -0.268 1.659
H 2.783 -1.908 -2.689
H 1.028 -1.955 -2.912
H 1.920 -0.479 -3.279
H 2.441 -0.154 -0.873
H 1.641 -1.701 -0.484
H 1.062 0.976 0.823
H -0.412 2.812 0.067
H -2.748 2.780 0.917
H -0.149 -1.280 1.469
H -0.136 0.035 2.648
```

## Properties
electronic energy = -3299.66061 hartree
relative energy (zero: lowest compared OMol25 entry of this formula, charge and spin) = 0.0000 eV
SMILES = CCS[C@H]1C=CN=C(Br)C1
Kohn-Sham gap = 9.1 eV

***

# 2
Computed, not measured: a gas-phase ion, C7H10Cl2PS (charge +1), with ωB97M-V/def2-TZVPD.

The geometry in XYZ format:
```
21
Properties=species:S:1:pos:R:3
C 2.511 2.359 -2.546
C 2.661 0.953 -2.168
C 2.073 3.070 -1.467
C 2.421 0.768 -0.837
C -1.571 -0.571 1.575
C -0.576 -0.682 0.460
C 0.799 -0.710 1.205
P 2.309 -0.860 0.192
S 1.986 2.204 0.013
Cl 3.912 -0.925 1.392
Cl 2.481 -2.446 -0.846
H 2.869 2.777 -3.460
H 2.932 0.088 -2.706
H 2.215 4.114 -1.355
H -1.706 -1.512 2.131
H -2.495 -0.234 1.231
H -1.321 0.061 2.401
H -0.794 -1.526 -0.185
H -0.593 0.232 -0.131
H 0.752 -1.624 1.868
H 1.027 0.236 1.898
```

## Properties
electronic energy = -1932.26010 hartree
Kohn-Sham gap (spin up / spin down) = 6.2 / 5.6 eV
total charge = +1
multiplicity = 3

***

# 3
Computed, not measured: a molecular structure, C7H10Cl3NO3, with ωB97M-V/def2-TZVPD.

The geometry in XYZ format:
```
24
Properties=species:S:1:pos:R:3
C -1.302 0.481 -1.628
C -2.211 -0.223 -2.637
C -0.611 1.195 1.145
C 0.045 -1.246 1.039
C 1.428 0.524 -0.225
C 0.051 0.071 0.299
C -2.319 -1.752 -5.027
N -1.742 -1.461 -3.155
O -1.129 1.695 -1.696
O -2.848 -1.430 -2.291
O -0.808 -0.368 -0.759
Cl -3.863 -2.287 -4.788
Cl -2.065 -0.347 -5.930
Cl -1.201 -3.015 -5.426
H -2.937 0.408 -3.193
H -1.464 1.584 0.722
H -0.951 0.738 2.102
H 0.163 2.023 1.350
H 0.245 -1.162 2.070
H 0.658 -2.092 0.554
H -0.947 -1.616 0.889
H 1.461 1.511 -0.686
H 2.118 0.256 0.671
H 1.721 -0.168 -1.140
```

## Properties
electronic energy = -1933.61034 hartree
relative energy (zero: lowest compared OMol25 entry of this formula, charge and spin) = 0.2720 eV
Kohn-Sham gap = 9.8 eV

***

# 4
Computed, not measured: 2 unconnected molecules or ions with the total composition C7H10ClN2O, with ωB97M-V/def2-TZVPD.

The geometry in XYZ format:
```
21
Properties=species:S:1:pos:R:3
C -2.989 1.585 0.245
C -2.782 0.423 -0.267
C -0.382 0.073 -0.656
C -3.385 -0.833 -0.436
C 0.035 0.349 -1.978
C -0.418 -0.369 1.739
C 1.482 -0.807 0.323
N -3.104 2.651 0.779
N 0.133 -0.382 0.357
O -2.924 -1.859 -0.735
Cl -5.044 -0.505 0.160
H -0.177 -0.433 -2.788
H -0.439 1.265 -2.388
H 1.037 0.450 -1.955
H -0.116 -1.207 2.372
H 0.003 0.455 2.319
H -1.490 -0.120 1.658
H 2.097 -0.455 1.074
H 1.467 -1.806 0.534
H 2.037 -0.759 -0.700
H -3.182 3.685 0.683
```

## Properties
electronic energy = -917.21157 hartree
relative energy (zero: lowest compared OMol25 entry of this formula, charge and spin) = 4.6126 eV
Kohn-Sham gap (spin up / spin down) = 7.7 / 7.8 eV
total charge = +1

***

# 5
Computed, not measured: a single C7H10ClNO2S molecule, with ωB97M-V/def2-TZVPD.

The geometry in XYZ format:
```
22
Properties=species:S:1:pos:R:3
C 1.100 2.361 -0.076
S 2.238 0.928 0.219
O 3.559 1.156 -0.315
O 2.148 0.694 1.652
C 1.677 -0.592 -0.679
Cl 2.934 -1.796 -0.627
C 0.827 -0.773 -1.696
C -0.471 -0.252 -1.792
C -1.417 -0.486 -0.837
C -1.241 -1.161 0.462
C -0.138 -0.943 1.208
N 0.236 -1.580 2.324
H 0.231 2.037 -0.504
H 0.921 2.891 0.868
H 1.442 3.213 -0.603
H 1.162 -1.635 -2.372
H -0.891 -0.050 -2.811
H -2.377 -0.168 -1.242
H -1.988 -1.863 0.893
H 0.410 -0.075 0.857
H -0.155 -2.505 2.590
H 0.677 -1.010 3.065
```

## Properties
electronic energy = -1336.19552 hartree
relative energy (zero: lowest compared OMol25 entry of this formula, charge and spin) = 1.9331 eV
SMILES = CS(=O)(=O)\C(Cl)=C/C=C\C=C\N
Kohn-Sham gap = 8.5 eV

***

# 6
Computed, not measured: a single C7H10ClNO3S molecule, with ωB97M-V/def2-TZVPD.

The geometry in XYZ format:
```
23
Properties=species:S:1:pos:R:3
C -0.951 0.683 1.508
C 0.020 0.898 0.425
C -0.188 2.171 -0.258
C 1.337 0.983 1.152
N 0.004 -0.175 -0.503
C -0.794 -0.480 -1.573
O -1.752 0.167 -1.987
C -0.817 -1.841 -2.092
C 0.034 -2.676 -1.430
Cl 0.416 -4.428 -1.786
S 0.748 -1.755 -0.032
O 2.233 -1.634 -0.195
O 0.381 -2.238 1.329
H -0.593 0.166 2.349
H -1.815 0.250 1.173
H -1.284 1.630 1.905
H 0.792 2.258 -0.834
H -0.310 2.982 0.521
H -1.071 2.184 -0.950
H 1.453 2.005 1.608
H 1.502 0.242 1.931
H 2.219 0.803 0.517
H -1.564 -2.196 -2.780
```

## Properties
electronic energy = -1411.48424 hartree
relative energy (zero: lowest compared OMol25 entry of this formula, charge and spin) = 1.4549 eV
SMILES = CC(C)(C)N1C(=O)C=C(Cl)S1(=O)=O
Kohn-Sham gap = 9.5 eV

***

# 7
Computed, not measured: a molecular structure, C7H10ClNO4Yb, with ωB97M-V/def2-TZVPD.

The geometry in XYZ format:
```
24
Properties=species:S:1:pos:R:3
C -0.476 1.240 -2.116
C 0.915 1.239 -1.802
C 1.117 2.097 -0.680
C -0.153 2.627 -0.302
C -1.132 2.112 -1.201
Yb -0.162 -0.260 0.430
N -1.711 -1.376 -0.710
C -0.252 -2.242 -0.178
C 0.973 -1.792 -0.793
H 2.079 2.344 -0.228
H 1.691 0.696 -2.342
H -0.333 3.336 0.505
H -2.192 2.366 -1.213
H -0.944 0.698 -2.937
H 0.934 -1.671 -1.876
H -0.255 -2.355 0.939
H -2.453 -2.038 -0.432
H 1.881 -2.226 -0.378
H -0.387 -3.260 -0.564
O 0.021 1.017 2.557
Cl 0.168 -0.305 3.227
O 0.801 -0.175 4.496
O -1.149 -0.929 3.289
O 1.019 -1.144 2.310
```

## Properties
electronic energy = -2247.03255 hartree
Kohn-Sham gap (spin up / spin down) = 6.7 / 6.7 eV
total charge = -1
multiplicity = 2

***

# 8
Computed, not measured: a single C7H10ClNSi molecule, with ωB97M-V/def2-TZVPD.

The geometry in XYZ format:
```
20
Properties=species:S:1:pos:R:3
C -1.632 1.003 -1.851
N -0.434 1.702 -1.417
Si -0.086 2.033 0.263
Cl 1.534 3.316 0.016
C 0.419 0.404 1.054
C -0.431 -0.651 1.028
C -0.089 -1.988 1.381
C 1.198 -2.209 1.870
C 2.055 -1.088 2.009
C 1.709 0.206 1.637
H -1.845 1.594 -2.801
H -1.680 -0.026 -2.071
H -2.473 1.194 -1.119
H 0.000 2.316 -2.196
H -1.054 2.950 0.850
H -1.505 -0.402 0.790
H -0.843 -2.744 1.596
H 1.399 -3.303 2.038
H 2.968 -1.342 2.570
H 2.490 0.888 1.819
```

## Properties
electronic energy = -1077.20515 hartree
relative energy (zero: lowest compared OMol25 entry of this formula, charge and spin) = 1.0877 eV
SMILES = CN[Si@H](Cl)c1ccccc1
Kohn-Sham gap = 9.9 eV

***

# 9
Computed, not measured: a molecular structure, C7H10ClNY, with ωB97M-V/def2-TZVPD.

The geometry in XYZ format:
```
20
Properties=species:S:1:pos:R:3
C -0.500 0.911 -1.378
C 0.898 0.965 -1.072
C 1.082 1.867 0.015
C -0.193 2.317 0.433
C -1.183 1.713 -0.403
Y -0.465 -0.519 0.683
N -3.846 -0.110 0.586
C 0.610 -2.351 0.232
C 1.909 -1.956 -0.013
H 2.047 2.269 0.341
H 1.702 0.511 -1.656
H -0.374 3.096 1.184
H -2.267 1.826 -0.311
H -0.960 0.308 -2.171
H 2.207 -1.684 -1.032
H 0.319 -2.886 1.166
H -3.785 -1.117 0.288
H 2.689 -2.334 0.655
H -0.111 -2.504 -0.590
Cl 0.221 -0.322 3.044
```

## Properties
electronic energy = -825.92276 hartree
relative energy (zero: lowest compared OMol25 entry of this formula, charge and spin) = 0.3079 eV
Kohn-Sham gap (spin up / spin down) = 5.7 / 6.9 eV
total charge = -1

***

# 10
Computed, not measured: 2 unconnected molecules or ions with the total composition C7H10FNO, with ωB97M-V/def2-TZVPD.

The geometry in XYZ format:
```
20
Properties=species:S:1:pos:R:3
C 2.607 1.581 0.167
C 2.066 0.266 0.571
C 1.145 -0.432 -0.085
O 0.757 -1.623 0.500
C 0.317 -0.002 -1.197
C -0.843 -0.541 -1.554
N -1.681 -1.398 -0.905
F -1.432 -0.045 -2.753
H 2.154 2.291 0.985
H 2.118 1.924 -0.816
H 3.720 1.861 0.110
H 2.649 -0.282 1.472
H 0.225 -2.107 -0.118
H 0.822 0.738 -1.824
H -1.801 -1.314 0.123
H -2.533 -1.475 -1.283
C -3.069 -0.141 1.814
C -2.059 0.492 1.624
H -3.829 -0.862 2.104
H -1.333 1.070 1.066
```

## Properties
electronic energy = -502.43651 hartree
relative energy (zero: lowest compared OMol25 entry of this formula, charge and spin) = 3.0477 eV
SMILES = C/C=C(O)\C=C(/N)F.C#C
Kohn-Sham gap = 8.7 eV

***

# 11
Computed, not measured: 3 unconnected molecules or ions with the total composition C7H10FNO2, with ωB97M-V/def2-TZVPD.

The geometry in XYZ format:
```
21
Properties=species:S:1:pos:R:3
C -1.024 1.953 1.917
C -1.429 2.156 0.503
C -1.756 0.897 -0.171
F -1.820 0.846 -1.518
C -2.272 -0.099 0.523
N -2.775 -0.925 1.241
H -0.962 0.850 2.148
H -0.139 2.536 2.253
H -1.903 2.312 2.399
H -2.416 2.604 0.504
H -0.829 2.851 -0.115
H -2.089 -1.563 1.631
O 0.046 -0.903 -2.092
C -0.408 -1.838 -1.562
O -0.880 -2.755 -1.015
C 2.909 -1.244 -1.542
C 3.959 -1.549 -0.842
H 2.585 -2.088 -2.228
H 2.294 -0.449 -1.193
H 4.491 -2.510 -0.991
H 4.417 -1.081 0.149
```

## Properties
electronic energy = -577.71618 hartree
relative energy (zero: lowest compared OMol25 entry of this formula, charge and spin) = 3.3685 eV
SMILES = CCC(F)=C=N.O=C=O.C=C
Kohn-Sham gap = 9.1 eV

***

# 12
Computed, not measured: a single C7H10FOP molecule, with ωB97M-V/def2-TZVPD.

The geometry in XYZ format:
```
20
Properties=species:S:1:pos:R:3
C 2.097 -2.494 -0.142
C 2.312 -1.314 -0.040
C 1.014 0.689 0.708
C -0.078 0.625 -0.321
C 2.392 0.157 0.052
C 3.596 0.554 0.761
C -3.946 0.425 -0.870
O -2.632 0.877 -0.740
F 4.472 1.453 0.263
P -1.662 0.427 0.471
H 2.465 -3.526 -0.054
H 0.998 1.765 0.994
H 0.709 -0.120 1.550
H -0.071 1.521 -0.940
H -0.167 -0.244 -1.013
H 2.467 0.604 -0.903
H 3.997 0.082 1.645
H -4.600 1.243 -0.798
H -4.155 -0.195 -0.029
H -4.033 -0.186 -1.769
```

## Properties
electronic energy = -788.97065 hartree
relative energy (zero: lowest compared OMol25 entry of this formula, charge and spin) = 3.6104 eV
Kohn-Sham gap (spin up / spin down) = 7.9 / 7.5 eV

***

- Which of these has the highest electronic energy?
  C7H10FNO